a | Below is a molecular structure, C21H21F3N10O3PtS2Se, with properties calculated with the ωB97M-V functional and the def2-TZVPD basis.

Output
E_HOMO (alpha / beta): -7.5 / -7.4 eV
Spin multiplicity: 3
Lowest unoccupied orbital energy (alpha / beta): -0.03 / -3.17 eV

The geometry in XYZ format:
```
62
Properties=species:S:1:pos:R:3:mulliken_charge:R:1
Pt 1.13691 -1.45090 1.19286 0.257
F 0.84403 -4.27665 -3.51245 -0.208
C 0.99541 -3.75084 -2.29060 0.406
F 0.30008 -4.47862 -1.39200 -0.223
F 2.24155 -3.86370 -1.94618 -0.219
S 0.18596 -2.00665 -2.40644 1.275
O -0.97604 -2.27425 -3.19568 -0.706
O -0.12197 -1.55957 -1.00950 -0.560
O 1.23068 -1.20582 -3.01928 -0.738
N -2.33483 -3.81155 1.73815 -0.047
C -1.05850 -3.59602 1.38806 -0.511
N -0.61706 -2.41101 1.77358 -0.647
C -1.69137 -1.83062 2.41994 0.832
C -1.81408 -0.57864 3.05709 -0.364
C -3.02377 -0.28439 3.66838 -0.975
C -4.07594 -1.19856 3.69622 -0.329
C -4.04992 -2.39436 3.00449 -0.967
C -2.78183 -2.66810 2.35420 0.819
H -2.78663 -4.71049 1.39398 0.304
H -0.43122 -4.32737 0.87174 0.544
H -0.97276 0.07705 3.13469 0.304
H -3.28715 0.61882 4.13461 0.507
H -4.98065 -0.97761 4.20036 0.412
H -4.91471 -3.15789 2.96216 0.283
C -3.34651 -1.33905 -1.50142 -0.893
N -2.81327 -0.03693 -1.92042 0.360
C -2.25056 0.26260 -3.08871 -0.601
C -2.01019 1.65722 -3.04221 -0.504
N -2.37768 2.03549 -1.81431 0.376
C -2.35673 3.43193 -1.28370 -1.128
C -2.91149 1.02805 -1.08278 -0.216
Se -3.79316 1.22019 0.49020 0.158
H -3.58317 -2.00274 -2.22955 0.427
H -4.21010 -1.18810 -0.76840 0.336
H -2.54143 -1.84379 -0.92362 0.156
H -1.99834 -0.46746 -3.82982 0.712
H -1.58372 2.33342 -3.73993 0.542
H -1.56614 4.02638 -1.74619 0.332
H -2.21581 3.33600 -0.20781 0.377
H -3.26488 3.90286 -1.53836 0.368
N -0.84738 2.10905 1.41447 -0.350
C -0.10747 2.88841 1.05457 0.249
C 0.76138 3.89836 0.50690 0.268
C 1.12694 3.74936 -0.96504 0.118
N 1.26391 3.72070 -2.10189 -0.681
C 1.50707 4.74880 1.26287 0.192
N 2.15905 5.52310 1.81905 -0.581
C 7.11662 1.39686 0.19756 -0.989
C 6.21532 0.86650 1.21578 -0.162
C 4.79264 0.60050 0.75950 0.204
N 4.02466 -0.33217 1.21203 -0.684
N 2.79489 -0.31017 0.60471 0.238
C 2.56467 0.69160 -0.23497 0.537
N 1.49020 0.84628 -0.98842 0.429
S 4.02427 1.61716 -0.47148 -0.206
H 7.85549 2.03021 0.71991 0.303
H 6.53785 2.06950 -0.53215 0.315
H 7.58887 0.64476 -0.37470 0.297
H 6.11483 1.57880 2.03668 0.223
H 6.42085 -0.12395 1.65465 0.288
H 0.87493 0.02226 -1.05416 -0.698
H 1.52746 1.52577 -1.72724 0.439
```


b | Below is a molecular structure, C21H21F3N10O3PtS2Se, with properties calculated with the ωB97M-V functional and the def2-TZVPD basis.

Output
E_HOMO (alpha / beta): -6.3 / -6.9 eV
Spin multiplicity: 3
Lowest unoccupied orbital energy (alpha / beta): -0.48 / -4.42 eV

The geometry in XYZ format:
```
62
Properties=species:S:1:pos:R:3:mulliken_charge:R:1
Pt -2.09538 0.70222 -0.18383 0.506
F -2.29984 4.50134 -1.99346 -0.226
C -3.36491 4.90644 -1.36962 0.592
F -3.10172 6.05125 -0.74963 -0.226
F -4.34060 5.14185 -2.26407 -0.246
S -3.92009 3.49415 -0.31134 1.208
O -2.69128 2.83650 0.33620 -0.718
O -4.72133 4.16314 0.69027 -0.675
O -4.57864 2.66171 -1.27625 -0.834
N 1.28117 -0.91564 2.46837 -0.119
C 0.35922 0.02114 2.01856 -0.556
N -0.49793 -0.46562 1.14947 -0.381
C -0.07570 -1.77898 0.89636 1.019
C -0.58836 -2.72485 0.01779 -0.408
C 0.02924 -3.92232 -0.02989 -0.868
C 1.22195 -4.18589 0.66976 -0.527
C 1.70250 -3.29284 1.62172 -0.678
C 1.06867 -2.05019 1.68456 -0.175
H 2.24626 -0.66777 2.60714 0.269
H 0.23869 1.01137 2.31218 0.622
H -1.44981 -2.53499 -0.63844 0.487
H -0.38640 -4.69223 -0.63761 0.469
H 1.64674 -5.18625 0.63975 0.404
H 2.64574 -3.55047 2.16313 0.368
C 5.27572 0.70708 2.05057 -1.006
N 5.63303 0.89143 0.61669 0.225
C 6.31648 1.99797 0.07663 -0.375
C 5.93828 2.06120 -1.20187 -0.411
N 5.05422 1.01958 -1.43014 0.325
C 4.14342 0.97293 -2.57818 -0.863
C 4.78610 0.32732 -0.30119 -0.111
Se 3.56406 -1.02381 -0.03915 0.126
H 4.25984 1.10440 2.24275 0.276
H 6.08518 1.18365 2.56046 0.427
H 5.30891 -0.32206 2.32056 0.399
H 7.08706 2.42353 0.64595 0.508
H 6.29819 2.65008 -2.06263 0.413
H 3.50038 0.07763 -2.51405 0.303
H 4.65515 1.02370 -3.52130 0.308
H 3.45597 1.82710 -2.56011 0.320
N -0.48305 1.61900 -0.90994 -0.508
C 0.31075 2.44400 -1.05809 0.881
C 1.24786 3.40952 -1.32588 -0.216
C 2.43531 3.26454 -0.60602 0.082
N 3.40766 2.95739 -0.03716 -0.458
C 1.11745 4.45712 -2.22284 0.079
N 0.95876 5.23343 -3.05378 -0.529
C -5.15607 -4.87633 1.40784 -1.509
C -4.09102 -3.87265 1.63543 0.246
C -4.09742 -2.67066 0.68314 0.087
N -3.42728 -1.60967 0.93879 -0.516
N -3.60863 -0.60178 0.03836 0.228
C -4.45493 -0.91750 -0.88697 0.451
N -4.88086 -0.07104 -1.83816 -0.271
S -5.12930 -2.57464 -0.70757 -0.247
H -5.19202 -5.60917 2.16687 0.404
H -5.13230 -5.36468 0.45332 0.395
H -6.17349 -4.42274 1.43662 0.357
H -3.12960 -4.33815 1.44264 0.103
H -4.04849 -3.49319 2.69047 0.300
H -4.73501 0.94327 -1.74953 0.266
H -5.42852 -0.35092 -2.62362 0.203
```


Pick the least stable structure from those above. Pick: b